No. 1
Here is a 28-piece molecular cluster, C38H65Cl54FNP overall from the OMol25 dataset. Energies are from wB97M-V/def2-TZVPD.

Last column: Löwdin charge in e.
CARTESIAN COORDINATES (ANGSTROEM)
F: 3.89964 -1.22860 -1.46073  -0.377
P: 2.93712 0.16760 -1.42335  0.885
C: 4.42579 1.23150 -1.28518  -0.308
C: 4.78296 1.60077 0.00400  -0.118
C: 5.84582 2.47057 0.16310  -0.153
C: 6.54623 2.95249 -0.93046  -0.119
C: 6.19421 2.56307 -2.21789  -0.172
C: 5.13078 1.68636 -2.39270  -0.096
C: 1.86828 1.71898 -1.29322  -0.330
C: 0.92057 1.86717 -0.29212  -0.091
C: 0.16121 3.02065 -0.14851  -0.151
N: 0.29575 4.06673 -0.96230  0.057
C: 1.18436 3.91863 -1.94528  -0.162
C: 1.98450 2.81136 -2.16310  -0.071
H: 2.42738 -0.17450 -2.67761  -0.005
H: 2.28539 -0.37668 -0.30848  0.023
H: 4.22305 1.24877 0.85997  0.063
H: 6.13572 2.80235 1.15328  0.082
H: 7.35084 3.66052 -0.78553  0.069
H: 6.70809 2.92930 -3.08714  0.001
H: 4.81457 1.36590 -3.37900  0.094
H: 0.77736 1.06108 0.42563  0.084
H: -0.54581 3.09103 0.67034  0.064
H: 1.28468 4.75509 -2.63219  0.104
H: 2.69323 2.79664 -2.98055  0.100
C: -2.81371 0.64319 2.56275  -1.050
Cl: -2.09479 2.20644 2.97784  0.511
Cl: -1.60672 -0.64089 2.42257  0.501
H: -3.52913 0.36750 3.33039  -0.076
H: -3.32156 0.74419 1.61048  0.002
C: -0.30258 -4.09288 0.22581  -1.033
Cl: -1.93680 -3.68877 0.76626  0.481
Cl: 0.52234 -2.71278 -0.50450  0.521
H: 0.28546 -4.44399 1.06241  -0.025
H: -0.39593 -4.86977 -0.52427  0.026
C: -5.55154 1.17179 5.93499  -0.995
Cl: -5.68406 0.66109 4.24418  0.572
Cl: -6.22195 -0.04561 7.03149  0.552
H: -4.50430 1.32326 6.17252  0.039
H: -6.11680 2.09236 6.07083  -0.092
C: -7.79060 1.20849 1.16102  -1.063
Cl: -8.95288 1.80540 -0.03046  0.540
Cl: -6.12626 1.56557 0.68386  0.525
H: -7.99050 1.68629 2.11219  0.004
H: -7.90069 0.13475 1.25154  0.008
C: 2.80300 2.71211 4.82115  -1.005
Cl: 3.83456 2.40024 6.21759  0.517
Cl: 3.56915 2.22894 3.30558  0.529
H: 1.87625 2.16296 4.93397  0.028
H: 2.61098 3.77895 4.78287  0.015
C: 9.05033 1.07815 -4.44506  -0.956
Cl: 7.53285 1.13444 -5.34956  0.555
Cl: 8.77716 0.75923 -2.72647  0.555
H: 9.67111 0.28257 -4.84028  0.030
H: 9.54407 2.03731 -4.55683  0.023
C: 5.56998 -1.50776 -4.14434  -1.060
Cl: 6.56282 -2.74746 -4.92838  0.504
Cl: 3.99175 -1.31834 -4.92615  0.502
H: 5.40860 -1.78701 -3.11365  -0.047
H: 6.08539 -0.55875 -4.20842  -0.068
C: -10.73547 -0.87012 1.45354  -1.046
Cl: -12.24042 -1.79130 1.49276  0.521
Cl: -10.39863 -0.04725 2.98347  0.533
H: -9.92365 -1.55829 1.24529  0.018
H: -10.80652 -0.12291 0.67322  -0.012
C: -0.05031 -1.56217 -6.19314  -0.999
Cl: -1.56384 -2.26291 -5.59600  0.538
Cl: 0.82041 -0.70325 -4.92131  0.498
H: 0.57751 -2.36611 -6.55868  0.028
H: -0.27918 -0.86596 -6.99090  0.029
C: -15.04301 -3.78895 -0.21074  -1.035
Cl: -15.21416 -4.25244 -1.91188  0.531
Cl: -15.62421 -5.04740 0.88161  0.499
H: -13.99308 -3.61028 -0.00596  -0.018
H: -15.61978 -2.88777 -0.03756  0.010
C: 2.89147 5.98051 1.53421  -1.008
Cl: 3.70038 7.55289 1.62261  0.505
Cl: 3.98517 4.69933 1.00582  0.568
H: 2.51689 5.73214 2.52084  0.016
H: 2.07329 6.04891 0.82568  0.019
C: -4.89626 -0.79047 10.27176  -1.052
Cl: -5.98733 -0.88732 11.66117  0.499
Cl: -3.38851 0.03878 10.67212  0.502
H: -4.66152 -1.79682 9.94581  0.026
H: -5.39220 -0.24187 9.48188  -0.058
C: 5.63159 3.83563 9.22287  -1.115
Cl: 4.39962 2.89600 10.08282  0.497
Cl: 6.41530 5.00870 10.29185  0.501
H: 6.37883 3.15177 8.85096  -0.027
H: 5.17050 4.37421 8.40295  -0.085
C: -11.46965 -4.75005 -2.28153  -1.014
Cl: -11.19229 -4.21790 -3.93910  0.500
Cl: -10.48932 -3.83796 -1.12278  0.491
H: -12.51266 -4.59386 -2.03606  -0.040
H: -11.21001 -5.79955 -2.20393  0.030
C: -5.01024 -2.61179 -6.80764  -0.991
Cl: -6.14017 -1.28343 -6.53555  0.528
Cl: -5.75692 -4.18759 -6.49368  0.586
H: -4.68514 -2.58607 -7.84096  0.030
H: -4.16541 -2.49379 -6.14038  -0.043
C: -7.81027 -5.93107 -5.21454  -1.103
Cl: -9.30102 -6.88176 -5.24855  0.499
Cl: -7.55671 -5.14984 -3.65004  0.501
H: -6.97512 -6.59373 -5.40752  0.017
H: -7.87244 -5.16477 -5.97869  -0.057
C: 8.46003 5.89428 -4.38701  -0.988
Cl: 7.76816 5.28920 -5.89552  0.499
Cl: 8.06358 4.87364 -2.99823  0.619
H: 9.53768 5.92614 -4.49654  0.025
H: 8.07163 6.88825 -4.19968  0.027
C: 8.12646 2.67684 -9.12508  -1.021
Cl: 6.97177 3.99519 -8.89148  0.486
Cl: 7.39199 1.10022 -8.83115  0.493
H: 8.47758 2.70845 -10.14952  0.023
H: 8.95304 2.81234 -8.43669  0.021
C: -17.90091 -2.57993 3.40282  -1.021
Cl: -19.09018 -2.01798 2.22314  0.504
Cl: -16.25003 -2.17697 2.91979  0.499
H: -18.10599 -2.10651 4.35529  0.024
H: -17.98018 -3.65735 3.48751  0.023
C: 6.60590 -4.53904 -1.63540  -1.022
Cl: 7.29726 -5.54089 -0.35173  0.505
Cl: 7.26386 -2.90197 -1.62636  0.526
H: 6.83310 -4.99442 -2.59228  0.016
H: 5.53359 -4.47786 -1.48836  0.030
C: -1.38273 -6.95561 3.00034  -1.016
Cl: -0.43460 -5.52113 3.40938  0.524
Cl: -0.36242 -8.37722 2.75676  0.508
H: -2.07035 -7.15545 3.81306  0.025
H: -1.92635 -6.75628 2.08372  0.015
C: 12.38773 2.05874 -0.70205  -1.038
Cl: 10.78647 2.02427 0.03456  0.490
Cl: 12.60266 3.47942 -1.74004  0.493
H: 13.13206 2.08998 0.08512  0.030
H: 12.51920 1.16712 -1.30395  -0.086
C: 6.78822 5.06468 5.71045  -0.945
Cl: 7.75179 4.20410 6.92259  0.584
Cl: 5.18907 5.51501 6.32316  0.550
H: 7.31414 5.97108 5.43623  0.033
H: 6.66519 4.42014 4.84805  -0.012
C: -8.87483 3.32556 7.59759  -0.991
Cl: -10.02237 3.86959 6.37442  0.520
Cl: -7.20335 3.72121 7.15557  0.568
H: -9.10317 3.81472 8.53665  0.027
H: -8.95476 2.24939 7.69800  0.024
C: -7.81653 -5.43067 -9.39529  -1.044
Cl: -9.22963 -4.77068 -10.22594  0.511
Cl: -6.34615 -5.27861 -10.36510  0.499
H: -7.67307 -4.88720 -8.46910  -0.029
H: -7.99099 -6.48197 -9.19859  0.026
C: 12.92785 -2.83165 -1.57194  -1.005
Cl: 13.82019 -3.19021 -0.09214  0.514
Cl: 12.87496 -1.09259 -1.90458  0.553
H: 13.41920 -3.32386 -2.40238  0.025
H: 11.91122 -3.18948 -1.46190  0.026
C: 9.51900 1.86099 4.87135  -1.024
Cl: 7.93309 2.01684 4.10094  0.517
Cl: 10.84618 2.28339 3.78394  0.503
H: 9.54506 2.53762 5.71585  -0.029
H: 9.64757 0.83695 5.20072  0.028

## Properties
HOMO level: -9.09 eV
spin multiplicity: 1


No. 2
Here is a 11-piece molecular cluster, C38H65NO32P2 overall at a distorted geometry from the OMol25 dataset. Energies are from wB97M-V/def2-TZVPD.

Last column: Löwdin charge in e.
CARTESIAN COORDINATES (ANGSTROEM)
C: 0.63046 2.00995 15.70709  -0.099
C: 0.05552 1.29315 14.52829  -0.221
O: 0.84388 1.83010 13.37345  -0.225
P: 0.02375 2.35236 11.99622  0.542
O: -1.44398 2.64605 12.16965  -0.263
O: 0.92937 3.62868 11.45333  -0.206
C: 1.35278 4.62997 12.35736  -0.284
C: 1.03356 5.98993 11.69411  -0.066
O: 0.40326 1.24411 10.91955  -0.199
C: -0.27764 1.15846 9.70270  -0.286
C: 0.57053 0.24594 8.79841  -0.053
H: -0.00464 1.88496 16.58409  0.079
H: 1.65304 1.70761 15.93295  0.081
H: 0.68192 3.09716 15.64842  0.071
H: 0.33103 0.25082 14.68866  0.117
H: -0.99404 1.50688 14.32622  0.105
H: 0.84687 4.52079 13.31665  0.107
H: 2.43572 4.52632 12.42508  0.118
H: 1.36454 6.04532 10.65705  0.070
H: -0.04605 5.97335 11.54495  0.078
H: 1.52247 6.80768 12.22360  0.076
H: -1.29548 0.83383 9.91888  0.117
H: -0.40924 2.18769 9.36883  0.114
H: 0.14969 0.11605 7.80135  0.074
H: 1.57579 0.66406 8.74605  0.078
H: 0.62783 -0.75539 9.22521  0.076
C: -7.09679 1.13503 -14.04718  -0.073
C: -5.60974 1.04949 -13.76906  -0.326
O: -5.24125 0.20355 -12.79078  -0.173
P: -5.92069 0.02666 -11.33577  0.476
O: -6.16957 1.26293 -10.57060  -0.230
O: -4.98472 -1.11632 -10.68408  -0.180
C: -3.64250 -0.90872 -10.28406  -0.273
C: -3.19963 -1.67654 -9.01282  -0.065
O: -7.30959 -0.76326 -11.67272  -0.198
C: -7.95495 -1.42324 -10.58372  -0.294
C: -8.12916 -2.86853 -10.99870  -0.065
H: -7.53113 0.19676 -14.39232  0.080
H: -7.69534 1.47867 -13.20352  0.074
H: -7.25212 1.90750 -14.80033  0.078
H: -5.02819 0.68617 -14.61635  0.125
H: -5.18675 2.00956 -13.47333  0.124
H: -3.00228 -1.29410 -11.07760  0.113
H: -3.37407 0.13951 -10.15264  0.122
H: -2.18075 -1.34066 -8.82005  0.076
H: -3.84247 -1.25075 -8.24240  0.073
H: -3.23337 -2.76226 -8.92250  0.073
H: -7.46152 -1.17678 -9.64357  0.110
H: -8.92226 -0.98661 -10.33522  0.116
H: -7.15633 -3.31458 -11.20538  0.077
H: -8.61625 -3.34217 -10.14633  0.078
H: -8.72631 -2.91797 -11.90923  0.081
O: -0.37168 -8.43679 -0.28871  0.156
C: -0.98394 -9.40205 0.08032  -0.615
O: -0.51102 -10.43409 0.67732  0.109
C: -1.43228 -11.45205 0.64959  -0.153
C: -2.70834 -10.73431 0.50591  -0.146
O: -2.30200 -9.55768 -0.13843  0.086
H: -1.20117 -12.07104 -0.21733  0.144
H: -1.35837 -12.02549 1.57361  0.145
H: -3.32927 -10.52508 1.37699  0.140
H: -3.24062 -11.39303 -0.18028  0.134
O: 0.96531 10.44995 -5.48882  0.076
C: 1.62547 9.55498 -4.87372  -0.561
O: 2.44741 8.71109 -5.42448  0.081
C: 3.15183 7.93434 -4.45149  -0.108
C: 2.18084 8.04664 -3.33800  -0.123
O: 1.53065 9.29770 -3.57707  0.083
H: 3.33874 6.96423 -4.91201  0.141
H: 4.12880 8.36191 -4.22613  0.133
H: 2.69478 8.08504 -2.37753  0.137
H: 1.52713 7.17786 -3.41543  0.140
O: 3.46696 0.95631 -3.79378  0.110
C: 2.54266 0.53204 -3.08055  -0.540
O: 2.35386 -0.70975 -2.70723  0.095
C: 1.41610 -0.75442 -1.64859  -0.126
C: 0.80623 0.60390 -1.59652  -0.152
O: 1.61066 1.30047 -2.48728  0.079
H: 0.65271 -1.52079 -1.78285  0.135
H: 1.93083 -1.00995 -0.72239  0.132
H: 0.71976 0.95835 -0.56940  0.135
H: -0.23567 0.56129 -1.91389  0.131
O: -2.98178 4.73932 -5.49738  0.089
C: -4.03248 4.63839 -4.80735  -0.521
O: -4.79685 5.65689 -4.25627  0.056
C: -5.86823 5.13402 -3.47510  -0.123
C: -5.69276 3.65540 -3.67491  -0.120
O: -4.55837 3.49741 -4.53154  0.097
H: -5.69375 5.34192 -2.41944  0.131
H: -6.90236 5.32594 -3.76116  0.132
H: -6.55404 3.11266 -4.06443  0.129
H: -5.53086 3.08846 -2.75813  0.129
O: -2.97828 4.85571 2.44134  0.102
C: -2.68844 6.04407 2.68964  -0.609
O: -1.65118 6.60068 2.24457  0.115
C: -1.78503 7.99068 2.30850  -0.114
C: -2.71250 8.15039 3.50733  -0.109
O: -3.42265 6.93106 3.36547  0.073
H: -0.83541 8.52562 2.29582  0.140
H: -2.36759 8.41297 1.48972  0.135
H: -3.41806 8.98053 3.47324  0.137
H: -2.11777 8.20806 4.41895  0.131
O: 4.58202 -8.09775 7.52710  0.152
C: 4.90220 -7.89936 6.37914  -0.497
O: 6.08893 -8.40008 5.77027  0.028
C: 6.07764 -7.98689 4.41438  -0.162
C: 4.67581 -7.61341 4.18477  -0.144
O: 4.26202 -7.16214 5.46563  0.074
H: 6.72431 -7.11513 4.31461  0.132
H: 6.47902 -8.84067 3.86845  0.140
H: 4.10210 -8.45153 3.78916  0.137
H: 4.54181 -6.80789 3.46277  0.139
O: 8.41248 -6.44301 -2.01613  0.139
C: 8.91752 -5.56151 -2.67948  -0.567
O: 8.44520 -4.33929 -2.72037  0.079
C: 8.88328 -3.71194 -3.90902  -0.128
C: 10.19086 -4.42270 -4.13701  -0.129
O: 10.01941 -5.68112 -3.48460  0.071
H: 8.10931 -3.81718 -4.66928  0.135
H: 9.00031 -2.63287 -3.80893  0.135
H: 10.95290 -3.77975 -3.69654  0.130
H: 10.40690 -4.50888 -5.20189  0.134
O: 7.69046 2.18020 0.69670  0.127
C: 7.96744 1.28101 1.48493  -0.534
O: 9.16011 1.12243 2.10416  0.081
C: 9.15081 -0.06615 2.82824  -0.150
C: 7.73428 -0.54001 2.70835  -0.140
O: 7.05914 0.40190 1.91794  0.081
H: 9.79749 -0.83261 2.40112  0.131
H: 9.43984 0.09326 3.86706  0.134
H: 7.20148 -0.52624 3.65916  0.136
H: 7.73701 -1.51437 2.21977  0.133
C: -5.32264 -4.54043 2.80074  -0.075
C: -5.20329 -3.96338 1.43250  -0.269
N: -5.05917 -3.53359 0.38008  0.118
H: -4.52817 -4.11732 3.41547  0.076
H: -5.31409 -5.63039 2.80245  0.076
H: -6.20590 -4.25012 3.36967  0.074

## Properties
HOMO level: -10.18 eV
SMILES: CCOP(=O)(OCC)OCC.CCOP(=O)(OCC)OCC.O=C1OCCO1.O=C1OCCO1.O=C1OCCO1.O=C1OCCO1.O=C1OCCO1.O=C1OCCO1.O=C1OCCO1.O=C1OCCO1.CC#N
spin multiplicity: 1


Number 1: LUMO energy 0.0742 eV, DFT total energy -26833.163217 hartree, frontier orbital gap 9.2 eV. Number 2: LUMO energy 0.1356 eV, DFT total energy -4632.179611 hartree, frontier orbital gap 10.3 eV.